Entry 1:
{"formula": "C7H20N4S", "method": "the ωB97M-V functional and the def2-TZVPD basis", "relative_energy_kcal_mol": 0.0, "charge": 2, "max_force_ev_per_a": 4.6, "homo_ev": -16.091, "symbols": ["C", "C", "C", "C", "C", "C", "C", "N", "N", "N", "N", "S", "H", "H", "H", "H", "H", "H", "H", "H", "H", "H", "H", "H", "H", "H", "H", "H", "H", "H", "H", "H"], "positions_angstrom": [[-0.405, -1.919, -0.279], [3.587, 2.606, -2.046], [-4.235, -2.162, 2.497], [3.250, -0.106, -0.573], [2.145, 2.072, -1.661], [-3.016, -2.607, 1.714], [2.076, 0.487, -1.473], [0.678, -1.174, -0.459], [-1.792, -2.102, 2.109], [-1.734, -1.239, 3.048], [0.758, 0.065, -1.049], [-1.728, -1.779, -1.314], [-0.216, -2.843, 0.298], [3.781, 3.740, -1.909], [3.890, 2.426, -3.120], [4.382, 2.109, -1.531], [-4.172, -1.091, 3.001], [-5.114, -2.297, 1.906], [-4.329, -2.770, 3.431], [4.197, 0.161, -1.116], [3.293, -1.174, -0.690], [3.288, 0.363, 0.383], [1.994, 2.504, -0.707], [1.452, 2.394, -2.387], [-2.843, -3.621, 1.690], [-3.169, -2.210, 0.658], [2.227, 0.106, -2.493], [1.538, -1.316, 0.030], [-2.613, -0.853, 3.534], [-0.843, -1.193, 3.468], [0.058, 0.225, -1.682], [-2.010, -3.084, -1.461]], "mulliken_charge": [-0.056, -1.166, -1.376, -1.790, -0.606, 0.294, 0.437, 0.153, 0.193, -0.212, -0.285, -0.298, 0.502, 0.325, 0.322, 0.316, 0.345, 0.359, 0.416, 0.430, 0.609, 0.373, 0.367, 0.411, 0.390, 0.054, 0.233, 0.168, 0.218, 0.294, 0.297, 0.280]}

Entry 2:
{"formula": "C18H22BBrNO4PtS4", "method": "the ωB97M-V functional and the def2-TZVPD basis", "charge": -1, "max_force_ev_per_a": 2.8, "homo_ev": [-2.888, -2.826], "symbols": ["Pt", "O", "C", "C", "C", "N", "C", "Br", "C", "H", "H", "H", "H", "S", "S", "S", "S", "C", "C", "C", "C", "C", "C", "C", "C", "O", "B", "O", "C", "C", "H", "H", "H", "H", "H", "H", "H", "H", "H", "H", "H", "H", "C", "O", "C", "C", "H", "H", "H", "H", "H", "H"], "positions_angstrom": [[-0.406, -0.188, -0.462], [2.600, -0.068, 5.636], [1.888, -0.023, 4.480], [0.496, 0.032, 4.446], [-0.132, 0.116, 3.217], [0.520, 0.080, 2.061], [1.834, -0.020, 2.112], [2.738, -0.152, 0.458], [2.582, -0.033, 3.274], [1.994, -0.055, 6.386], [-0.079, 0.026, 5.362], [-1.207, 0.203, 3.148], [3.659, -0.060, 3.266], [0.598, 0.094, -2.860], [-0.484, 1.499, -3.664], [0.040, 3.551, -1.542], [0.412, 2.316, -0.085], [-0.886, -8.883, 0.900], [-0.208, -8.195, -0.293], [-1.122, -8.360, -1.512], [1.123, -8.895, -0.603], [0.048, -6.729, 0.040], [0.856, -6.394, 1.126], [1.116, -5.082, 1.500], [0.535, -4.081, 0.747], [0.573, -2.737, 0.877], [-0.205, -2.187, -0.170], [-0.719, -3.262, -0.918], [-0.265, -4.402, -0.358], [-0.521, -5.709, -0.719], [-1.104, -9.923, 0.658], [-1.822, -8.382, 1.139], [-0.254, -8.867, 1.784], [-1.279, -9.419, -1.714], [-0.676, -7.911, -2.396], [-2.093, -7.905, -1.331], [0.944, -9.934, -0.878], [1.790, -8.880, 0.255], [1.623, -8.397, -1.432], [1.305, -7.181, 1.714], [1.747, -4.858, 2.348], [-1.149, -5.900, -1.572], [-3.372, -1.987, 0.769], [-3.089, -0.614, 0.929], [-2.394, 0.024, -0.061], [-2.769, 1.488, -0.051], [-3.555, -2.395, 1.763], [-2.540, -2.506, 0.294], [-4.270, -2.109, 0.150], [-3.861, 1.565, -0.051], [-2.385, 2.009, -0.927], [-2.392, 1.982, 0.854]], "mulliken_charge": [0.726, -0.541, 0.960, -0.687, -0.828, 0.060, 0.097, -0.041, -0.577, 0.286, 0.295, 0.455, 0.465, -0.263, -0.290, -0.287, -0.333, -1.644, 2.064, -2.134, -1.656, 0.442, -0.358, -1.936, 1.276, 0.220, -0.982, -0.006, 0.349, -0.862, 0.448, 0.382, 0.327, 0.434, 0.409, 0.409, 0.446, 0.328, 0.391, 0.346, 0.457, 0.559, -0.385, -0.163, 0.188, -1.412, 0.208, 0.070, 0.294, 0.389, 0.315, 0.285]}

Entry 3:
{"formula": "C24H22N2O3S", "method": "the ωB97M-V functional and the def2-TZVPD basis", "charge": 0, "max_force_ev_per_a": 1.2, "smiles": "Cc1ccc(S(=O)(=O)N(Cc2cc3cccc(C)c3[nH]c2=O)c2ccccc2)cc1", "homo_ev": -8.443, "symbols": ["C", "C", "C", "C", "C", "C", "C", "H", "H", "S", "O", "O", "N", "C", "C", "C", "C", "C", "C", "H", "H", "H", "H", "H", "C", "C", "C", "C", "C", "C", "C", "C", "C", "N", "C", "O", "H", "C", "H", "H", "H", "H", "H", "H", "H", "H", "H", "H", "H", "H", "H", "H"], "positions_angstrom": [[-6.550, -1.640, 0.860], [-5.431, -0.658, 0.704], [-4.617, -0.327, 1.783], [-3.588, 0.587, 1.634], [-3.381, 1.177, 0.403], [-4.180, 0.871, -0.681], [-5.204, -0.045, -0.525], [-5.834, -0.293, -1.366], [-3.995, 1.358, -1.624], [-1.964, 2.247, 0.215], [-2.061, 2.974, -1.016], [-1.756, 3.006, 1.413], [-0.704, 1.128, 0.124], [-0.830, 0.081, -0.799], [-0.507, -1.236, -0.475], [-0.646, -2.239, -1.418], [-1.108, -1.956, -2.691], [-1.419, -0.647, -3.019], [-1.276, 0.364, -2.089], [-1.501, 1.383, -2.353], [-1.767, -0.408, -4.013], [-1.217, -2.745, -3.420], [-0.392, -3.253, -1.147], [-0.146, -1.494, 0.506], [0.056, 0.914, 1.338], [1.503, 0.655, 1.028], [2.199, 1.405, 0.146], [3.571, 1.147, -0.150], [4.308, 1.918, -1.056], [5.628, 1.626, -1.295], [6.240, 0.562, -0.636], [5.550, -0.225, 0.265], [4.199, 0.073, 0.510], [3.456, -0.670, 1.389], [2.132, -0.476, 1.702], [1.572, -1.229, 2.483], [3.898, -1.453, 1.854], [6.220, -1.369, 0.968], [7.259, -1.444, 0.659], [6.196, -1.229, 2.049], [5.726, -2.313, 0.732], [7.280, 0.346, -0.834], [6.200, 2.219, -1.992], [3.821, 2.740, -1.559], [1.708, 2.226, -0.357], [-0.046, 1.836, 1.916], [-0.336, 0.086, 1.941], [-2.952, 0.859, 2.461], [-4.787, -0.790, 2.743], [-6.585, -2.320, 0.011], [-6.438, -2.219, 1.773], [-7.503, -1.113, 0.904]], "mulliken_charge": [-1.467, 0.960, -0.880, -0.467, 0.092, -0.266, -0.710, 0.410, 0.502, 1.277, -0.674, -0.737, 0.250, 0.022, -0.364, -0.863, -0.548, -0.683, -0.261, 0.696, 0.430, 0.408, 0.430, 0.509, -1.266, 0.118, -0.144, 0.889, -0.918, -0.815, -0.618, 1.253, -0.530, -0.056, 0.284, -0.742, 0.204, -1.697, 0.367, 0.364, 0.372, 0.362, 0.388, 0.478, 0.519, 0.685, 0.582, 0.477, 0.351, 0.365, 0.358, 0.307]}

Entry 4:
{"formula": "C24H29FN5O8SiW", "method": "the ωB97M-V functional and the def2-TZVPD basis", "charge": 1, "spin_multiplicity": 3, "s_squared": 2.01, "max_force_ev_per_a": 0.9, "homo_ev": [-11.089, -11.330], "symbols": ["W", "N", "C", "C", "C", "O", "O", "H", "H", "H", "H", "H", "H", "C", "Si", "C", "C", "C", "C", "C", "C", "C", "H", "H", "H", "H", "H", "H", "H", "H", "H", "H", "H", "F", "C", "C", "N", "C", "C", "O", "O", "C", "O", "N", "C", "O", "H", "H", "H", "H", "O", "C", "N", "C", "O", "C", "C", "C", "C", "N", "C", "H", "H", "H", "H", "H", "H", "H", "H"], "positions_angstrom": [[0.590, -0.012, 0.985], [2.585, 0.348, -0.017], [3.855, 0.308, 0.768], [3.654, 0.898, 2.144], [2.800, -0.009, 2.983], [2.870, -0.055, 4.186], [1.962, -0.762, 2.260], [2.657, -0.322, -0.777], [2.535, 1.265, -0.461], [4.623, 0.848, 0.216], [4.164, -0.733, 0.849], [3.135, 1.858, 2.052], [4.594, 1.091, 2.656], [-0.581, 2.009, -1.785], [0.180, 2.261, -0.102], [-0.954, 3.295, 0.945], [1.738, 3.269, -0.357], [2.421, 3.292, -1.580], [3.606, 4.006, -1.733], [4.131, 4.715, -0.662], [3.465, 4.717, 0.558], [2.285, 4.001, 0.705], [-0.627, 2.976, -2.295], [-1.600, 1.629, -1.686], [-0.023, 1.320, -2.425], [-0.930, 4.325, 0.581], [-0.673, 3.296, 2.000], [-1.979, 2.924, 0.868], [2.017, 2.762, -2.438], [4.110, 4.020, -2.691], [5.050, 5.274, -0.779], [3.863, 5.283, 1.392], [1.774, 4.027, 1.663], [-2.223, -1.469, 7.255], [-1.684, -0.884, 6.198], [-2.402, -0.593, 5.121], [-1.824, 0.038, 4.020], [-2.557, 0.206, 2.777], [-1.712, -0.338, 1.660], [-0.894, -1.298, 1.879], [-1.642, 0.261, 0.553], [-0.497, 0.330, 3.994], [0.025, 0.894, 2.990], [0.224, 0.017, 5.082], [-0.251, -0.599, 6.261], [0.476, -0.854, 7.176], [-3.457, -0.818, 5.058], [-2.750, 1.256, 2.570], [-3.504, -0.329, 2.831], [1.246, 0.089, 4.975], [4.662, -4.777, 1.300], [3.939, -5.750, 0.560], [2.988, -5.021, -0.233], [1.663, -5.000, 0.078], [1.097, -5.819, 0.765], [0.879, -3.851, -0.497], [-0.283, -4.054, -1.227], [-0.988, -2.957, -1.692], [-0.582, -1.688, -1.329], [0.509, -1.484, -0.572], [1.247, -2.552, -0.226], [5.299, -5.224, 1.868], [3.378, -6.425, 1.203], [4.606, -6.321, -0.087], [3.354, -4.292, -0.824], [-0.626, -5.062, -1.426], [-1.874, -3.074, -2.299], [-1.137, -0.808, -1.617], [2.154, -2.347, 0.333]], "mulliken_charge": [2.428, -0.865, -0.631, -0.151, 0.369, -0.786, -0.577, 0.289, -0.136, 0.524, 0.410, -0.163, 0.496, -1.468, 1.345, -1.396, 0.078, 0.064, -0.747, -0.573, -0.607, -0.629, 0.438, 0.373, 0.343, 0.524, 0.270, 0.322, 0.318, 0.429, 0.419, 0.430, 0.397, -0.274, 0.246, -0.091, 0.156, -0.759, 0.786, -0.808, -0.684, 0.346, -0.689, 0.020, 0.233, -0.558, 0.418, 0.190, 0.481, 0.253, -0.487, -0.504, -0.174, 0.160, -0.605, 0.135, -0.192, -1.073, -0.005, 0.117, -0.626, 0.292, 0.391, 0.347, 0.284, 0.534, 0.466, 0.384, 0.755]}

Entry 5:
{"formula": "C6H13NO", "method": "the ωB97M-V functional and the def2-TZVPD basis", "relative_energy_kcal_mol": 30.2, "charge": 0, "max_force_ev_per_a": 1.4, "smiles": "CC[C@@H](C)[C@H](N)C=O", "homo_ev": -9.198, "symbols": ["O", "C", "C", "C", "C", "C", "C", "N", "H", "H", "H", "H", "H", "H", "H", "H", "H", "H", "H", "H", "H"], "positions_angstrom": [[2.092, 1.579, 1.933], [1.686, 0.967, 0.977], [0.371, 1.344, 0.301], [-0.597, 0.198, 0.015], [-1.013, -0.394, 1.406], [0.038, -0.877, -0.875], [-0.889, -2.083, -1.131], [0.658, 2.129, -0.898], [2.267, 0.135, 0.539], [-0.066, 2.047, 1.009], [-1.455, 0.620, -0.506], [-0.271, -0.126, 2.153], [-1.152, -1.465, 1.331], [-1.938, 0.094, 1.714], [0.379, -0.421, -1.810], [0.942, -1.280, -0.417], [-1.016, -2.267, -2.197], [-1.890, -1.971, -0.714], [-0.465, -2.994, -0.712], [1.383, 1.690, -1.455], [0.937, 3.074, -0.665]], "mulliken_charge": [-0.475, -0.116, -0.174, 0.414, -1.332, -0.464, -1.368, -0.666, 0.275, 0.389, 0.398, 0.380, 0.423, 0.271, 0.337, 0.133, 0.367, 0.343, 0.330, 0.243, 0.290]}

Entry 6:
{"formula": "C24H68N4O10", "method": "the ωB97M-V functional and the def2-TZVPD basis", "relative_energy_kcal_mol": 253.8, "charge": 0, "max_force_ev_per_a": 11.4, "smiles": "NC(N)=O.NC(N)=O.CC(C)O.CC(C)O.CC(C)O.CC(C)O.CC(C)O.CC(C)O.CC(C)O.CO", "homo_ev": -8.963, "symbols": ["C", "O", "H", "H", "H", "H", "C", "O", "N", "N", "H", "H", "H", "H", "C", "O", "N", "N", "H", "H", "H", "H", "C", "C", "C", "O", "H", "H", "H", "H", "H", "H", "H", "H", "C", "C", "C", "O", "H", "H", "H", "H", "H", "H", "H", "H", "C", "C", "C", "O", "H", "H", "H", "H", "H", "H", "H", "H", "C", "C", "C", "O", "H", "H", "H", "H", "H", "H", "H", "H", "C", "C", "C", "O", "H", "H", "H", "H", "H", "H", "H", "H", "C", "C", "C", "O", "H", "H", "H", "H", "H", "H", "H", "H", "C", "C", "C", "O", "H", "H", "H", "H", "H", "H", "H", "H"], "positions_angstrom": [[0.143, 0.202, 0.061], [0.530, 1.498, -0.146], [-0.908, 0.157, 0.399], [0.758, -0.367, 0.785], [0.077, -0.315, -0.934], [1.154, 1.689, 0.573], [0.193, -1.726, -3.979], [0.150, -2.287, -2.697], [0.167, -0.454, -4.195], [0.230, -2.518, -4.959], [0.058, 0.165, -3.410], [0.319, -0.151, -5.120], [0.044, -2.249, -5.973], [0.321, -3.506, -4.719], [-0.189, 2.452, -3.173], [-0.182, 2.887, -4.476], [0.644, 2.834, -2.298], [-1.098, 1.607, -2.848], [1.488, 3.311, -2.525], [0.592, 2.454, -1.342], [-1.748, 1.360, -3.585], [-1.162, 1.299, -1.866], [2.684, 0.859, -3.030], [4.010, 1.310, -2.491], [5.148, 0.373, -2.631], [4.444, 2.411, -2.889], [2.213, 1.493, -3.785], [1.982, 0.737, -2.172], [2.643, -0.076, -3.399], [3.882, 1.475, -1.442], [4.981, -0.583, -2.099], [6.005, 0.833, -2.087], [5.406, -0.010, -3.588], [3.923, 3.074, -2.455], [0.481, 4.547, 1.121], [1.737, 3.909, 1.740], [1.242, 2.985, 2.957], [2.445, 3.101, 1.099], [0.010, 5.363, 1.700], [-0.205, 3.857, 0.726], [0.725, 5.007, 0.176], [2.348, 4.702, 2.105], [0.496, 2.319, 2.647], [0.853, 3.598, 3.838], [1.980, 2.316, 3.355], [2.772, 3.495, 0.300], [1.380, -0.702, 3.911], [0.815, -1.362, 5.123], [0.797, -2.892, 4.832], [1.415, -1.004, 6.175], [0.672, -1.067, 3.118], [2.369, -1.020, 3.651], [1.273, 0.344, 3.758], [-0.202, -1.001, 5.300], [0.134, -3.286, 5.568], [1.771, -3.366, 5.082], [0.394, -3.143, 3.909], [1.000, -1.449, 6.925], [-1.178, -2.921, 1.530], [-2.427, -2.415, 2.213], [-2.296, -2.435, 3.692], [-2.753, -1.263, 1.881], [-1.088, -3.893, 1.759], [-0.225, -2.463, 1.772], [-1.154, -2.774, 0.447], [-3.112, -3.101, 1.879], [-3.236, -2.036, 4.153], [-1.500, -1.877, 3.989], [-2.130, -3.401, 4.090], [-2.837, -1.171, 0.965], [2.646, -2.291, -0.768], [3.412, -2.012, 0.524], [3.451, -0.512, 0.702], [3.023, -2.635, 1.550], [3.147, -1.883, -1.592], [1.625, -1.907, -0.818], [2.673, -3.415, -0.990], [4.422, -2.294, 0.308], [2.664, -0.081, 0.180], [4.248, -0.112, 0.212], [3.372, -0.181, 1.759], [2.857, -3.529, 1.335], [-5.188, 1.902, -0.355], [-4.128, 1.710, 0.686], [-2.830, 2.400, 0.260], [-4.287, 2.215, 1.807], [-5.328, 2.931, -0.664], [-6.177, 1.616, -0.046], [-5.091, 1.332, -1.214], [-3.899, 0.690, 0.834], [-2.715, 3.471, 0.270], [-2.572, 2.095, -0.743], [-2.027, 1.956, 0.793], [-3.999, 1.597, 2.483], [-4.007, -0.831, -3.066], [-3.445, -1.155, -1.709], [-3.257, -2.671, -1.540], [-2.327, -0.695, -1.386], [-4.946, -1.329, -3.218], [-3.263, -1.188, -3.751], [-4.152, 0.238, -3.235], [-4.176, -0.722, -1.044], [-2.429, -2.938, -2.193], [-4.152, -3.232, -1.866], [-3.086, -3.099, -0.561], [-1.733, -1.179, -1.933]], "mulliken_charge": [0.301, 2.217, -0.042, -0.434, -0.785, -0.659, 0.351, -0.641, -0.113, -0.388, -0.109, 0.274, 0.208, 0.331, 0.383, -0.850, 0.067, 0.203, 0.239, -0.070, 0.208, -0.777, -1.117, 0.677, -1.692, -0.624, 0.712, 0.226, 0.674, -0.271, 0.260, 0.360, 0.421, 0.383, -1.055, 0.272, -1.300, -0.447, 0.420, -0.100, 0.459, 0.540, 0.116, 0.332, 0.464, 0.211, -0.019, 0.335, -1.528, -0.519, -0.343, 0.424, -0.250, 0.251, 0.526, 0.320, 0.305, 0.413, -1.029, 1.239, -1.669, -0.600, 1.023, -0.432, -0.037, 0.378, 0.384, 0.068, 0.470, -0.195, -0.867, 0.182, -0.578, -0.428, 0.083, 0.035, 0.473, 0.224, -0.633, 0.890, 0.158, 0.377, -1.718, 1.500, -0.399, -0.611, 0.407, 0.424, 0.234, -0.245, 0.539, 0.142, -0.384, 0.418, -2.099, 0.974, -0.999, 1.345, 0.436, 0.396, 0.307, 0.510, 0.304, 0.442, 0.019, -1.207]}

Entry 7:
{"formula": "C4H7NO2", "method": "the ωB97M-V functional and the def2-TZVPD basis", "relative_energy_kcal_mol": 47.9, "charge": 0, "max_force_ev_per_a": 1.0, "smiles": "[H]/N=C(\\C)OCC=O", "homo_ev": -9.510, "symbols": ["C", "C", "N", "O", "C", "C", "O", "H", "H", "H", "H", "H", "H", "H"], "positions_angstrom": [[-1.993, -0.049, 0.055], [-0.648, -0.235, -0.611], [-0.206, 0.365, -1.636], [0.153, -1.184, -0.014], [1.230, -0.668, 0.770], [1.947, 0.504, 0.150], [2.687, 1.231, 0.765], [-1.930, 0.009, 1.150], [-2.445, 0.869, -0.326], [-2.652, -0.891, -0.192], [-0.786, 1.163, -1.888], [0.890, -0.346, 1.762], [1.962, -1.476, 0.914], [1.791, 0.708, -0.897]], "mulliken_charge": [-0.942, 0.749, -0.677, -0.381, -0.410, -0.011, -0.490, 0.286, 0.345, 0.258, 0.201, 0.261, 0.307, 0.504]}

Entry 8:
{"formula": "C2Cl6OS", "method": "the ωB97M-V functional and the def2-TZVPD basis", "relative_energy_kcal_mol": 26.2, "charge": 0, "max_force_ev_per_a": 2.0, "homo_ev": [-9.597, -8.362], "symbols": ["C", "C", "O", "S", "Cl", "Cl", "Cl", "Cl", "Cl", "Cl"], "positions_angstrom": [[1.254, 0.937, 0.023], [1.213, -0.538, 0.076], [-2.048, 0.553, 0.574], [-3.341, 0.416, -0.099], [1.488, 1.636, -1.451], [1.227, 2.004, 1.257], [-0.004, -1.315, -0.933], [2.787, -1.081, -0.610], [1.208, -1.059, 1.835], [-3.784, -1.553, -0.671]], "mulliken_charge": [0.080, 0.450, -0.254, 0.436, -0.121, -0.110, -0.066, -0.123, -0.131, -0.161]}